No. 1
The following is a quantum chemistry calculation of a molecular structure, C3H11NO3S at a distorted geometry, from OMol25.

Summary:
total charge	-2
2S+1	1
gap between HOMO and LUMO	5.82	eV
energy relative to the best compared isomer or geometry (same formula, charge and spin)	74.8	kJ/mol

```
19
Properties=species:S:1:pos:R:3:forces:R:3
C -0.656449 -0.115087 -0.218317 -0.444 0.112 0.191
O -0.344593 -0.378653 -1.550719 0.018 -0.484 0.512
C 0.516322 0.360777 0.659859 0.620 -0.042 0.522
C 0.385799 1.801571 1.208645 0.112 -0.349 -0.466
S -0.817189 2.096550 2.532919 -0.018 0.025 0.395
N 0.851958 -0.607826 1.738775 -0.240 -0.208 0.363
H -1.484325 0.610210 -0.100223 0.295 0.290 -0.287
H -1.119358 -0.991296 0.290256 0.331 -0.232 -0.185
H 1.443859 0.381977 0.070573 -0.443 0.017 -0.567
H 0.114484 2.432660 0.356216 0.151 -0.006 -0.082
H 1.420512 2.059861 1.482286 -0.208 0.314 0.285
H 0.061634 -1.231591 1.867850 0.029 0.011 -0.122
H 0.897783 -0.127094 2.635180 -0.084 0.274 -0.159
H 0.750839 -1.885772 -3.086537 0.097 -0.755 -0.606
H 1.215249 -0.602758 -3.498139 0.227 0.041 -0.309
O 1.309653 -1.517421 -3.810926 -0.360 0.569 0.743
H -1.237567 -3.005630 -1.572733 -0.039 -0.089 -0.130
H -0.307461 -1.635394 -1.622163 -0.156 0.471 -0.479
O -0.361224 -2.795419 -1.903293 0.111 0.042 0.381
```
Forces are in eV/Å.

Now the natural (NBO) charges, all in e: -0.05, -0.90, -0.09, -0.53, -0.77, -0.87, 0.14, 0.10, 0.16, 0.18, 0.16, 0.34, 0.35, 0.52, 0.47, -1.01, 0.44, 0.48, -1.14

=====

No. 2
The following is a quantum chemistry calculation of 3 unconnected molecules or ions with the total composition C28H43N2O6, from OMol25.

Summary:
total charge	+1
2S+1	1
gap between HOMO and LUMO	8.31	eV

```
79
Properties=species:S:1:pos:R:3:forces:R:3
C 3.553616 2.617194 2.485487 -0.127 -0.031 -0.288
C 4.184459 2.467094 1.102091 0.053 -0.186 0.368
O 3.747015 3.438200 0.174843 0.111 0.045 -0.226
C 2.402637 3.307756 -0.218032 0.015 -0.088 -0.061
C 2.271397 3.476949 -1.739267 -0.273 0.205 0.182
C 1.625096 2.294041 -2.467956 0.097 -0.057 -0.195
C 0.151076 2.502244 -2.841072 0.228 0.006 0.122
C -0.756884 3.054028 -1.725822 -0.367 -0.346 -0.298
C -1.682514 2.037877 -1.036074 0.467 0.280 0.193
C -0.863839 1.083133 -0.137411 -0.145 -0.211 -0.053
C -1.019401 -0.431747 -0.344999 0.430 0.108 -0.256
C -0.091521 -0.974592 -1.459134 -0.328 -0.001 0.149
C 1.227875 -1.569023 -0.947138 0.238 0.136 -0.148
C 1.622183 -2.863815 -1.655634 -0.386 0.277 -0.240
N 1.934344 -2.692903 -3.080964 -0.149 0.021 0.223
C -2.735524 2.839473 -0.275004 0.151 -0.147 0.068
O -3.641374 2.058741 0.461105 0.034 -0.012 -0.041
C -4.122736 0.895729 -0.190023 -0.157 0.078 0.167
C -3.846070 0.819400 -1.682755 0.028 -0.212 -0.102
N -2.458216 1.286210 -2.099357 -0.437 0.049 -0.198
H 3.306295 3.662660 2.661209 0.126 0.074 0.107
H 2.635891 2.035872 2.569400 -0.082 0.002 0.054
H 4.239377 2.275903 3.255276 0.015 -0.025 0.109
H 5.263997 2.569535 1.171372 0.058 0.176 -0.088
H 3.987924 1.464312 0.704696 -0.007 -0.060 -0.046
H 1.798687 4.053117 0.308244 -0.072 0.047 0.088
H 2.028322 2.320614 0.078843 0.006 -0.055 0.028
H 3.263722 3.672729 -2.136224 0.107 -0.071 0.050
H 1.688354 4.380000 -1.933854 0.052 0.067 -0.160
H 2.164611 2.114044 -3.398135 -0.015 -0.058 -0.061
H 1.741886 1.375990 -1.886605 0.048 0.032 0.095
H 0.115244 3.189989 -3.684857 -0.014 0.078 -0.007
H -0.221966 1.549254 -3.228331 -0.081 0.046 -0.114
H -1.383112 3.845420 -2.145274 -0.001 0.130 0.065
H -0.168547 3.496266 -0.925727 0.058 0.170 0.000
H 0.187212 1.300676 -0.320375 0.009 0.068 0.164
H -1.072598 1.355152 0.895811 -0.056 -0.022 0.068
H -0.756379 -0.913087 0.593235 -0.102 -0.135 0.067
H -2.041271 -0.726191 -0.563178 -0.215 0.013 0.122
H -0.628176 -1.740930 -2.025368 0.009 -0.092 -0.006
H 0.119395 -0.163174 -2.162196 0.033 -0.109 -0.112
H 2.042352 -0.855618 -1.100838 0.057 0.082 0.141
H 1.167806 -1.743331 0.126709 -0.002 -0.081 0.082
H 2.464159 -3.313573 -1.137901 0.083 -0.006 0.073
H 0.767093 -3.539281 -1.585208 0.145 -0.266 0.060
H 1.098383 -2.773676 -3.642767 -0.007 -0.027 -0.085
H 2.312337 -1.769339 -3.252007 0.194 -0.032 -0.060
H -3.264241 3.497244 -0.974490 -0.052 0.066 -0.045
H -2.203508 3.461532 0.441625 -0.065 0.129 0.027
H -3.735017 0.024959 0.333434 0.147 -0.083 -0.028
H -5.208881 0.868846 -0.079258 -0.045 -0.014 0.017
H -4.562500 1.401038 -2.253952 0.029 0.184 0.024
H -3.955284 -0.217478 -1.992081 0.012 -0.014 -0.078
H -2.579940 1.941081 -2.871319 0.008 -0.007 -0.078
H -1.914761 0.515471 -2.485119 0.119 -0.115 0.200
C -4.986645 1.637776 3.974610 -0.010 -0.002 -0.020
C -5.755025 1.628788 2.889929 -0.001 0.014 0.094
C -7.004428 0.831403 2.836650 0.030 -0.051 -0.040
O -7.667647 0.793276 1.820585 0.018 -0.031 -0.047
C -7.386516 0.065642 4.047695 -0.015 0.026 0.024
C -6.624377 0.081162 5.138497 -0.012 0.002 -0.034
C -5.360950 0.862653 5.187332 0.001 -0.010 0.003
O -4.657544 0.867312 6.171553 0.015 -0.011 0.012
H -4.065435 2.203867 4.033976 -0.005 0.001 0.034
H -5.507767 2.191023 2.000410 -0.002 0.045 -0.009
H -8.305633 -0.502738 3.985617 -0.009 0.015 -0.015
H -6.877084 -0.472355 6.033635 0.020 0.009 0.014
C 5.743394 -5.587576 1.411053 0.014 -0.013 0.002
C 6.414703 -6.662010 1.005791 -0.015 0.028 0.013
C 6.057927 -7.364654 -0.254412 -0.002 -0.001 -0.006
O 6.666113 -8.342742 -0.623849 0.014 -0.016 -0.003
C 4.922447 -6.820307 -1.044896 -0.001 0.023 0.016
C 4.253939 -5.746170 -0.636482 -0.016 -0.042 -0.024
C 4.611724 -5.045918 0.620391 0.021 -0.001 0.020
O 3.999375 -4.062843 0.987190 -0.043 0.038 -0.035
H 5.984415 -5.059681 2.324798 -0.015 0.014 -0.002
H 7.244317 -7.076056 1.564227 0.004 -0.021 -0.017
H 4.680412 -7.347039 -1.959013 0.018 -0.019 0.005
H 3.421802 -5.334830 -1.192960 0.009 0.001 -0.023
```
Forces are in eV/Å.

Now the Löwdin charges, all in e: -0.07, -0.27, -0.14, -0.23, -0.14, -0.19, -0.17, -0.11, -0.37, -0.07, -0.16, -0.20, -0.19, -0.28, 0.01, -0.14, -0.11, -0.16, -0.05, 0.13, 0.08, 0.06, 0.08, 0.12, 0.11, 0.12, 0.10, 0.12, 0.11, 0.12, 0.08, 0.12, 0.09, 0.13, 0.12, 0.10, 0.14, 0.12, 0.08, 0.11, 0.08, 0.10, 0.11, 0.07, 0.12, 0.06, 0.06, 0.14, 0.15, 0.12, 0.13, 0.14, 0.14, 0.18, 0.15, 0.03, 0.01, -0.39, 0.10, 0.02, 0.03, -0.38, 0.12, 0.12, 0.10, 0.12, 0.13, 0.02, 0.03, -0.38, 0.12, 0.03, 0.02, -0.38, 0.09, 0.12, 0.12, 0.12, 0.11

=====

No. 3
The following is a quantum chemistry calculation of a molecular structure, C7H7As2I2O6ReS5, from OMol25.

Summary:
total charge	+2
2S+1	1
gap between HOMO and LUMO (alpha / beta)	5.16 / 5.16	eV
energy relative to the best compared isomer or geometry (same formula, charge and spin)	0.0	kJ/mol

```
30
Properties=species:S:1:pos:R:3:forces:R:3
Re -1.125859 1.000587 -0.919719 -0.374 0.125 0.669
I -0.946899 3.378207 3.029827 -0.009 0.018 0.032
C -2.146050 4.346133 1.646978 -0.031 -0.114 -0.048
I -1.973103 3.665161 -0.452960 -0.130 -0.061 0.103
H -1.890949 5.392714 1.521758 0.007 0.017 0.008
H -3.201527 4.181704 1.825183 -0.004 0.046 0.030
O 2.859166 1.083070 0.563429 0.022 0.012 -0.015
As 1.300682 0.727540 1.227527 -0.034 0.072 0.063
O 1.068828 1.025763 2.789884 0.126 -0.050 -0.106
O 0.281540 1.760551 0.187787 0.147 -0.121 -0.179
C 1.121707 -1.142986 0.722032 -0.116 -0.078 0.032
C 2.329281 -1.824019 0.667788 -0.053 0.007 0.020
C 2.366063 -3.219143 0.639368 0.023 -0.019 -0.003
C 1.202313 -3.960422 0.689776 0.043 -0.035 -0.007
C -0.025227 -3.311326 0.725377 -0.071 0.060 -0.005
C -0.054273 -1.925459 0.736854 0.120 0.059 -0.035
S -1.639150 -1.226240 0.573420 0.176 0.278 -0.161
O -1.531453 0.231633 0.984009 -0.237 -0.227 0.041
O -2.674291 -2.027525 1.074186 -0.099 0.047 -0.069
O -1.768139 -0.859040 -0.963983 0.067 0.033 0.239
H 3.407067 1.601552 1.172701 -0.029 0.007 0.003
H 3.258136 -1.271573 0.676647 -0.003 0.017 -0.001
H 3.326027 -3.716449 0.602854 -0.008 -0.013 -0.001
H 1.234201 -5.040993 0.695818 0.015 0.001 0.001
H -0.949160 -3.874938 0.741830 0.004 -0.001 0.001
S -0.225064 2.010203 -5.905704 -0.018 -0.124 0.117
As -0.822854 0.935282 -4.143150 -0.019 -0.141 -0.425
S 0.480285 0.590784 -2.362210 0.423 -0.008 -0.279
S -2.407112 1.545821 -2.706716 0.094 0.090 -0.194
S -0.854186 -0.076603 -6.040591 -0.033 0.101 0.169
```
Forces are in eV/Å.

Now the natural (NBO) charges, all in e: 1.02, 0.35, -0.68, 0.47, 0.25, 0.25, -1.01, 2.42, -1.05, -0.99, -0.47, -0.16, -0.13, -0.16, -0.15, -0.31, 2.35, -0.89, -0.77, -0.81, 0.53, 0.26, 0.26, 0.26, 0.26, 0.01, 0.88, 0.05, -0.05, 0.03